No. 1
# C2H6N2S

A single C2H6N2S molecule in a non-equilibrium geometry (ωB97M-V/def2-TZVPD, the Open Molecules 2025 dataset).

Structure (XYZ):
```
11
C2H6N2S | the Open Molecules 2025 dataset | ωB97M-V/def2-TZVPD
H -0.763 2.054 0.007
N 0.074 1.526 -0.138
C -0.123 0.261 -0.048
C -1.409 -0.420 -0.052
N 1.002 -0.596 0.092
S 2.555 0.075 -0.150
H -1.618 -0.885 -1.028
H -2.294 0.162 0.291
H -1.326 -1.317 0.545
H 0.965 -1.432 -0.539
H 2.938 0.574 1.018
```

Its LUMO energy is 0.74 eV. Its structure (SMILES) is [H]/N=C(\C)NS. The value obtained for the HOMO energy is -0.3205 Ha. The total energy is -15985.7791 eV. The value obtained for the energy relative to the best compared isomer or geometry (same formula, charge and spin) is 1.019 eV. The calculation puts the molecular weight at 90.151 g/mol. As for the orbital gap: 9.5 eV.

=====

No. 2
# C34H57N3O2SeSiTi

A molecular structure, C34H57N3O2SeSiTi in a non-equilibrium geometry (ωB97M-V/def2-TZVPD, the Open Molecules 2025 dataset).

Structure (XYZ):
```
99
C34H57N3O2SeSiTi | the Open Molecules 2025 dataset | ωB97M-V/def2-TZVPD
O 1.551 -2.627 -3.178
O 1.225 -1.272 -5.098
C 2.651 -2.297 -2.354
C 3.301 -3.433 -1.555
H 2.338 -1.495 -1.667
H 3.374 -1.864 -3.056
H 2.730 -3.665 -0.643
H 4.278 -3.047 -1.220
H 3.492 -4.367 -2.112
C 0.476 -3.435 -2.580
C -0.068 -4.287 -3.686
H -0.318 -2.783 -2.154
H 0.899 -4.050 -1.768
H -0.451 -3.693 -4.503
H -0.878 -4.930 -3.279
H 0.703 -4.976 -4.059
C -0.196 -0.369 -5.215
C 2.167 -1.107 -6.271
C -1.359 -1.320 -5.243
H -0.012 0.174 -6.155
H -0.059 0.223 -4.313
H -1.216 -2.101 -6.015
H -2.279 -0.775 -5.518
H -1.551 -1.766 -4.249
C 1.798 -2.123 -7.314
H 3.175 -1.183 -5.841
H 2.024 -0.073 -6.605
H 1.592 -3.096 -6.845
H 2.516 -2.327 -8.109
H 0.913 -1.720 -7.828
H 1.401 -2.074 -4.374
N -0.386 -0.200 0.962
C -0.754 0.652 2.136
C -2.071 1.336 1.926
C -2.568 1.855 0.767
C -0.732 -0.183 3.424
H 0.213 -0.731 3.502
H -1.589 -0.873 3.437
H -0.799 0.494 4.287
C -3.890 2.545 0.755
H -4.530 2.130 -0.036
H -3.765 3.628 0.592
H -4.346 2.375 1.740
N -1.902 1.812 -0.435
C -0.247 -1.586 1.044
C 1.000 -2.182 1.396
C 2.249 -1.386 1.598
C 1.047 -3.571 1.529
H 1.986 -4.026 1.840
C -0.080 -4.356 1.274
H -0.043 -5.439 1.431
C -1.272 -3.759 0.854
H -2.150 -4.342 0.616
C -1.369 -2.375 0.706
C -2.647 -1.778 0.195
C -2.260 2.542 -1.613
C -1.764 3.843 -1.800
C -1.126 4.596 -0.679
C -1.815 4.425 -3.090
H -1.402 5.398 -3.238
C -2.394 3.708 -4.152
H -2.436 4.154 -5.138
C -2.972 2.456 -3.933
H -3.456 1.917 -4.726
C -2.910 1.855 -2.658
C -3.470 0.476 -2.473
Ti -0.023 1.234 -0.342
H 2.930 -1.471 0.740
H 2.796 -1.770 2.469
H 2.055 -0.322 1.768
H -2.612 -0.694 0.046
H -3.465 -1.975 0.895
H -2.923 -2.227 -0.766
H -0.881 5.608 -1.017
H -0.202 4.132 -0.291
H -1.817 4.690 0.175
H -4.083 0.386 -1.563
H -2.689 -0.301 -2.425
H -4.109 0.238 -3.328
H -2.670 1.506 2.822
C 0.957 1.596 -1.945
Si 2.184 2.643 -2.882
H 0.132 1.326 -2.645
H 1.499 0.592 -1.820
C 3.717 1.575 -3.206
C 2.451 4.154 -1.832
C 1.434 2.925 -4.596
H 1.888 3.780 -5.120
H 0.354 3.103 -4.510
H 1.586 2.028 -5.211
H 4.188 1.252 -2.269
H 4.458 2.106 -3.818
H 3.418 0.670 -3.760
H 2.424 3.877 -0.769
H 1.657 4.897 -2.012
H 3.427 4.611 -2.064
Se 1.255 2.204 3.672
C 0.372 1.763 2.123
N 0.725 2.308 0.986
```

Its LUMO energy (spin up / spin down) is -1.95 / -4.03 eV. As for the multiplicity: 2. The value obtained for the HOMO energy (spin up / spin down) is -0.3618 / -0.3605 Ha. The total charge is +1. The total energy is -141079.4390 eV. The value obtained for the energy relative to the best compared isomer or geometry (same formula, charge and spin) is 2.570 eV. The calculation puts the molecular weight at 694.762 g/mol. As for the orbital gap (spin up / spin down): 7.9 / 5.8 eV.

=====

No. 3
# C49H44BrClNO10PS

3 unconnected molecules or ions with the total composition C49H44BrClNO10PS in a non-equilibrium geometry (ωB97M-V/def2-TZVPD, the Open Molecules 2025 dataset).

Structure (XYZ):
```
108
C49H44BrClNO10PS | the Open Molecules 2025 dataset | ωB97M-V/def2-TZVPD
C -1.017 2.201 -4.867
C -0.276 2.237 -3.922
C 0.610 2.057 -2.773
C 0.009 2.517 -1.437
C -0.301 4.055 -1.609
C 0.732 4.907 -2.317
C 1.999 5.148 -1.779
C 2.954 5.912 -2.416
C 2.670 6.484 -3.641
C 1.409 6.294 -4.171
C 0.435 5.529 -3.535
C -0.904 5.496 -4.237
C -1.366 1.869 -1.185
P -1.743 0.025 -1.103
N -0.883 -0.541 -2.503
O -0.769 -0.566 0.091
O -2.029 2.524 -0.082
S -1.358 2.484 1.362
O -1.718 1.247 1.978
O -1.803 3.665 2.024
C 0.485 2.601 1.151
Cl 0.855 4.371 1.414
C 1.265 1.957 2.321
C 0.944 0.525 2.783
C 2.192 -0.363 2.930
Br 0.092 0.614 4.562
C 1.021 2.261 -0.288
C 1.740 0.904 -0.400
C 3.132 1.015 -1.081
C 4.050 0.023 -0.424
O 3.859 -1.163 -0.420
O 5.105 0.588 0.199
H -1.532 2.387 -5.777
H 0.829 0.992 -2.764
H 1.570 2.546 -2.943
H -0.606 4.510 -0.673
H -1.195 4.090 -2.227
H 2.266 4.752 -0.814
H 3.923 6.065 -1.965
H 3.392 7.072 -4.185
H 1.179 6.767 -5.116
H -0.757 5.292 -5.295
H -1.369 6.479 -4.148
H -1.611 4.767 -3.861
H -1.983 2.142 -2.045
H -1.091 -1.535 -2.558
H -1.308 -0.129 -3.334
H -0.953 -1.511 0.151
H 2.309 1.980 2.005
H 1.219 2.618 3.178
H 0.212 0.012 2.180
H 2.987 -0.039 2.262
H 2.564 -0.318 3.950
H 1.943 -1.403 2.736
H 1.799 2.992 -0.466
H 1.178 0.184 -0.980
H 1.899 0.421 0.553
H 3.084 0.771 -2.139
H 3.569 2.001 -0.938
H 5.439 -0.038 0.856
O -3.879 0.481 8.666
C -4.449 -0.178 7.821
C -5.285 -1.353 8.206
C -5.424 -1.671 9.551
C -6.221 -2.737 9.930
C -6.886 -3.490 8.967
C -6.740 -3.185 7.625
C -5.936 -2.119 7.239
C -5.778 -1.817 5.786
O -6.305 -2.518 4.947
C -4.963 -0.633 5.404
C -4.829 -0.307 4.059
C -4.094 0.804 3.684
C -3.492 1.601 4.652
C -3.614 1.278 5.992
C -4.344 0.159 6.375
H -4.907 -1.078 10.292
H -6.331 -2.982 10.978
H -7.517 -4.316 9.266
H -7.248 -3.767 6.868
H -5.303 -0.930 3.314
H -3.994 1.054 2.641
H -2.923 2.471 4.352
H -3.144 1.890 6.750
O 3.770 -7.341 -5.223
C 3.450 -6.232 -4.853
C 2.264 -5.542 -5.439
C 1.510 -6.198 -6.404
C 0.388 -5.587 -6.937
C 0.013 -4.318 -6.509
C 0.769 -3.654 -5.557
C 1.898 -4.261 -5.022
C 2.708 -3.521 -4.011
O 2.417 -2.387 -3.690
C 3.879 -4.219 -3.410
C 4.626 -3.564 -2.440
C 5.704 -4.203 -1.851
C 6.038 -5.499 -2.228
C 5.302 -6.154 -3.201
C 4.223 -5.517 -3.799
H 1.807 -7.185 -6.728
H -0.200 -6.101 -7.686
H -0.870 -3.846 -6.921
H 0.490 -2.664 -5.223
H 4.356 -2.561 -2.146
H 6.282 -3.691 -1.092
H 6.876 -6.000 -1.760
H 5.558 -7.161 -3.501
```

Its LUMO energy is -1.05 eV. Its structure (SMILES) is C#CC[C@@]1(Cc2ccccc2C)[C@@H](P(N)O)OS(=O)(=O)[C@@](Cl)(C[C@@H](C)Br)[C@H]1CCC(=O)O.O=C1c2ccccc2C(=O)c2ccccc21.O=C1c2ccccc2C(=O)c2ccccc21. The value obtained for the HOMO energy is -0.3229 Ha. The total energy is -176180.6355 eV. The value obtained for the energy relative to the best compared isomer or geometry (same formula, charge and spin) is 0.000 eV. The calculation puts the molecular weight at 985.286 g/mol. As for the orbital gap: 7.7 eV.

=====

No. 4
# C6H9NO

A molecular structure, C6H9NO in a non-equilibrium geometry (ωB97M-V/def2-TZVPD, the Open Molecules 2025 dataset).

Structure (XYZ):
```
17
C6H9NO | the Open Molecules 2025 dataset | ωB97M-V/def2-TZVPD
C 0.549 -1.362 -0.831
C 0.241 -0.133 0.055
C -0.626 0.042 1.289
C -0.772 1.521 0.499
C 0.718 1.934 0.448
C 1.425 0.884 -0.099
H -0.847 -2.611 -0.595
H -1.392 -1.326 -1.684
H 1.120 -2.182 -0.231
H 0.993 -0.707 -1.516
H -0.382 -0.328 2.369
H -1.683 -0.233 1.267
H -1.529 2.123 0.878
H 1.281 2.789 0.666
H 2.521 0.855 -0.330
N -0.754 -1.992 -1.485
O -0.864 0.727 -0.700
```

Its LUMO energy is 0.96 eV. The value obtained for the HOMO energy is -0.3350 Ha. The total energy is -9899.5076 eV. The value obtained for the energy relative to the best compared isomer or geometry (same formula, charge and spin) is 6.097 eV. The calculation puts the molecular weight at 111.144 g/mol. As for the orbital gap: 10.1 eV.